<i>
The following is a quantum chemistry calculation of 2 unconnected molecules or ions with the total composition C4H11N3O2, from the Open Molecules 2025 dataset.

Its spin multiplicity is 2. As for the charge: +1. For the highest occupied orbital energy (spin up / spin down), the calculation gives -0.506 / -0.506 hartree. For the orbital gap (spin up / spin down), the calculation gives 9.681 / 5.677 eV.

Bonds (Å) are listed after each position.
Element x y z (Å)
1 C -0.958 1.221 1.863  C2 1.498, H5 1.150, H6 1.102, H7 1.132
2 C -0.759 2.391 0.949  C1 1.498, O3 1.168, O4 1.323
3 O -1.312 2.822 0.016  C2 1.168
4 O 0.440 2.873 1.235  C2 1.323, H15 0.910
5 H -0.149 0.409 1.774  C1 1.150
6 H -1.921 0.733 1.637  C1 1.102
7 H -0.844 1.367 2.980  C1 1.132
8 C -1.356 -1.567 -1.157  N11 1.511, H18 1.088, H19 1.160, H20 1.114
9 C 0.951 -1.510 -0.739  N10 1.361, N11 1.321, N12 1.464
10 N 2.195 -2.001 -0.485  C9 1.361, H13 0.993, H14 1.044
11 N -0.069 -2.326 -0.930  C8 1.511, C9 1.321
12 N 0.944 -0.091 -1.101  C9 1.464, H16 0.974, H17 0.968
13 H 2.966 -1.395 -0.643  N10 0.993
14 H 2.432 -3.000 -0.298  N10 1.044
15 H 0.834 3.593 0.842  O4 0.910
16 H 1.244 0.223 -1.973  N12 0.974
17 H 0.500 0.589 -0.573  N12 0.968
18 H -1.698 -1.538 -0.125  C8 1.088
19 H -2.158 -2.237 -1.660  C8 1.160
20 H -1.281 -0.554 -1.613  C8 1.114

Mulliken population analysis, charges in e, atoms 1 to 4: atom 1 (C): -0.8350, atom 2 (C): 0.6671, atom 3 (O): -0.5143, atom 4 (O): -0.4331

***

<ii>
The following is a quantum chemistry calculation of 2 unconnected molecules or ions with the total composition C4H11N3O2, from the Open Molecules 2025 dataset.

Its spin multiplicity is 2. As for the charge: +1. For the highest occupied orbital energy (spin up / spin down), the calculation gives -0.508 / -0.508 hartree. For the orbital gap (spin up / spin down), the calculation gives 9.844 / 5.482 eV.

Bonds (Å) are listed after each position.
Element x y z (Å)
1 C 0.491 2.692 -2.390  N4 1.496, H11 1.143, H12 1.067, H13 1.096
2 C 0.663 0.691 -0.981  N3 1.334, N4 1.413, N5 1.379
3 N 1.052 -0.582 -0.889  C2 1.334, H6 0.992
4 N 1.332 1.574 -1.859  C1 1.496, C2 1.413, H8 1.051
5 N -0.484 0.901 -0.246  C2 1.379, H9 1.019, H10 0.994
6 H 1.779 -1.001 -1.418  N3 0.992
7 H 0.236 -0.433 2.248  O16 0.918
8 H 1.736 1.058 -2.679  N4 1.051
9 H -0.967 0.228 0.349  N5 1.019
10 H -0.536 1.767 0.238  N5 0.994
11 H -0.423 2.370 -2.996  C1 1.143
12 H 1.011 3.446 -2.937  C1 1.067
13 H 0.109 3.327 -1.582  C1 1.096
14 C -0.514 -2.824 1.983  C15 1.456, H18 1.103, H19 1.114, H20 1.134
15 C -1.366 -1.678 2.267  C14 1.456, O16 1.465, O17 1.185
16 O -0.585 -0.501 2.654  H7 0.918, C15 1.465
17 O -2.507 -1.508 2.539  C15 1.185
18 H 0.543 -2.743 2.288  C14 1.103
19 H -0.594 -3.071 0.900  C14 1.114
20 H -0.976 -3.714 2.511  C14 1.134

Mulliken population analysis, charges in e, atoms 1 to 4: atom 1 (C): -0.8911, atom 2 (C): 0.6009, atom 3 (N): -0.3742, atom 4 (N): -0.1828

***

Which one is most stable, and which one is least stable? <i> is the most stable of them, while <ii> is the least stable.

***

<i>
The following is a quantum chemistry calculation of 2 unconnected molecules or ions with the total composition CH3N2OS, from the Open Molecules 2025 dataset.

As for the charge: -1. For the highest occupied orbital energy (spin up / spin down), the calculation gives -0.106 / -0.106 hartree. For the orbital gap (spin up / spin down), the calculation gives 6.705 / 6.712 eV.

Bonds (Å) are listed after each position.
Element x y z (Å)
1 C -0.551 -1.291 0.078  N2 1.229, H7 1.072, H8 1.110
2 N -0.721 -0.325 -0.664  C1 1.229, N3 1.242
3 N -0.287 0.837 -0.735  N2 1.242, S5 1.556
4 O 1.299 0.831 1.070  H6 0.875
5 S 0.222 1.732 -1.901  N3 1.556
6 H 1.020 1.627 1.305  O4 0.875
7 H 0.302 -1.288 0.726  C1 1.072
8 H -1.284 -2.123 0.120  C1 1.110

Mulliken population analysis, charges in e, atoms 1 to 4: atom 1 (C): -0.3612, atom 2 (N): -0.0913, atom 3 (N): 0.0611, atom 4 (O): -0.9345

***

<ii>
The following is a quantum chemistry calculation of a gas-phase ion, CH3N2OS (charge -1), from the Open Molecules 2025 dataset.

As for the charge: -1. Its SMILES is C/N=[N+](\[O-])[S-]. For the highest occupied orbital energy, the calculation gives -0.119 hartree. For the orbital gap, the calculation gives 7.304 eV.

Bonds (Å) are listed after each position.
Element x y z (Å)
1 C 0.446 -0.746 0.718  N2 1.444, H6 1.098, H7 1.096, H8 1.091
2 N 0.342 -0.088 -0.564  C1 1.444, N3 1.234
3 N -0.540 0.763 -0.706  N2 1.234, O4 1.227, S5 2.166
4 O -1.403 1.154 0.074  N3 1.227
5 S -0.284 1.683 -2.649  N3 2.166
6 H 0.282 -0.045 1.546  C1 1.098
7 H -0.293 -1.551 0.804  C1 1.096
8 H 1.450 -1.169 0.778  C1 1.091

Mulliken population analysis, charges in e, atoms 1 to 4: atom 1 (C): -0.6778, atom 2 (N): -0.3484, atom 3 (N): 0.4579, atom 4 (O): -0.6490

***

Which one is most stable, and which one is least stable? <ii> is the most stable of them, while <i> is the least stable.

***

<i>
The following is a quantum chemistry calculation of a single C18H39NO2 molecule, from the Open Molecules 2025 dataset.

Its SMILES is CCCCCCCCCCCCCCC[C@@H](O)[C@H](N)CO. For the highest occupied orbital energy, the calculation gives -0.343 hartree. For the orbital gap, the calculation gives 10.263 eV.

Bonds (Å) are listed after each position.
Element x y z (Å)
1 C -0.376 3.245 -8.676  C2 1.524, H22 1.088, H23 1.087, H24 1.088
2 C -0.831 2.958 -7.250  C1 1.524, C3 1.530, H25 1.093, H26 1.093
3 C 0.327 2.801 -6.264  C2 1.530, C4 1.527, H27 1.091, H28 1.093
4 C 1.122 1.514 -6.473  C3 1.527, C5 1.530, H29 1.092, H30 1.091
5 C 2.334 1.393 -5.548  C4 1.530, C6 1.530, H31 1.093, H32 1.093
6 C 2.012 1.350 -4.053  C5 1.530, C7 1.527, H33 1.091, H34 1.093
7 C 1.165 0.147 -3.645  C6 1.527, C8 1.527, H35 1.091, H36 1.093
8 C 0.962 0.087 -2.133  C7 1.527, C9 1.527, H37 1.093, H38 1.091
9 C 0.110 -1.111 -1.719  C8 1.527, C10 1.529, H39 1.093, H40 1.093
10 C -0.056 -1.240 -0.205  C9 1.529, C11 1.528, H41 1.093, H42 1.091
11 C -0.900 -0.120 0.401  C10 1.528, C12 1.529, H43 1.093, H44 1.091
12 C -1.242 -0.356 1.873  C11 1.529, C13 1.528, H45 1.093, H46 1.091
13 C -0.015 -0.316 2.783  C12 1.528, C14 1.529, H47 1.093, H48 1.091
14 C -0.370 -0.244 4.269  C13 1.529, C15 1.526, H49 1.092, H50 1.093
15 C -1.055 -1.511 4.775  C14 1.526, C16 1.533, H51 1.092, H52 1.091
16 C -1.355 -1.474 6.278  C15 1.533, O17 1.417, C18 1.547, H53 1.096
17 O -2.389 -2.388 6.601  C16 1.417, H54 0.965
18 C -0.090 -1.769 7.117  C16 1.547, N19 1.460, C20 1.543, H55 1.093
19 N 0.307 -3.154 6.883  C18 1.460, H56 1.019, H57 1.013
20 C -0.357 -1.492 8.611  C18 1.543, O21 1.404, H58 1.095, H59 1.100
21 O -1.279 -2.404 9.150  C20 1.404, H60 0.972
22 H 0.253 4.133 -8.703  C1 1.088
23 H 0.190 2.411 -9.084  C1 1.087
24 H -1.236 3.416 -9.320  C1 1.088
25 H -1.465 3.783 -6.914  C2 1.093
26 H -1.439 2.051 -7.239  C2 1.093
27 H -0.083 2.807 -5.252  C3 1.091
28 H 0.998 3.659 -6.356  C3 1.093
29 H 1.487 1.481 -7.502  C4 1.092
30 H 0.463 0.655 -6.333  C4 1.091
31 H 3.000 2.240 -5.733  C5 1.093
32 H 2.881 0.483 -5.812  C5 1.093
33 H 1.502 2.269 -3.758  C6 1.091
34 H 2.956 1.315 -3.503  C6 1.093
35 H 0.189 0.200 -4.129  C7 1.091
36 H 1.655 -0.770 -3.983  C7 1.093
37 H 1.935 0.024 -1.638  C8 1.093
38 H 0.482 1.011 -1.805  C8 1.091
39 H 0.580 -2.022 -2.099  C9 1.093
40 H -0.875 -1.032 -2.185  C9 1.093
41 H -0.539 -2.197 0.013  C10 1.093
42 H 0.931 -1.252 0.260  C10 1.091
43 H -1.831 -0.039 -0.165  C11 1.093
44 H -0.372 0.831 0.309  C11 1.091
45 H -1.942 0.419 2.195  C12 1.093
46 H -1.745 -1.319 1.970  C12 1.091
47 H 0.579 0.565 2.528  C13 1.093
48 H 0.604 -1.197 2.609  C13 1.091
49 H 0.549 -0.080 4.835  C14 1.092
50 H -1.023 0.614 4.443  C14 1.093
51 H -0.428 -2.381 4.573  C15 1.092
52 H -2.007 -1.638 4.256  C15 1.091
53 H -1.750 -0.490 6.553  C16 1.096
54 H -2.097 -3.256 6.296  O17 0.965
55 H 0.708 -1.105 6.774  C18 1.093
56 H -0.223 -3.747 7.520  N19 1.019
57 H 1.285 -3.283 7.116  N19 1.013
58 H 0.566 -1.617 9.187  C20 1.095
59 H -0.706 -0.456 8.736  C20 1.100
60 H -2.055 -2.403 8.565  O21 0.972

Mulliken population analysis, charges in e, atoms 1 to 4: atom 1 (C): -1.1780, atom 2 (C): -0.5571, atom 3 (C): -0.3597, atom 4 (C): -0.4400

***

<ii>
The following is a quantum chemistry calculation of a single C18H39NO2 molecule, from the Open Molecules 2025 dataset.

Its SMILES is CCCCCCCCCCCCCCC[C@@H](O)[C@H](N)CO. For the highest occupied orbital energy, the calculation gives -0.362 hartree. For the orbital gap, the calculation gives 10.644 eV.

Bonds (Å) are listed after each position.
Element x y z (Å)
1 C -2.916 -1.154 -1.116  C2 1.525, H22 1.087, H23 1.088, H24 1.089
2 C -3.011 0.312 -0.708  C1 1.525, C3 1.528, H25 1.093, H26 1.091
3 C -2.074 1.201 -1.524  C2 1.528, C4 1.531, H27 1.094, H28 1.090
4 C -2.293 2.697 -1.285  C3 1.531, C5 1.530, H29 1.094, H30 1.093
5 C -2.050 3.158 0.153  C4 1.530, C6 1.528, H31 1.090, H32 1.094
6 C -0.582 3.080 0.570  C5 1.528, C7 1.531, H33 1.092, H34 1.089
7 C -0.376 3.363 2.060  C6 1.531, C8 1.531, H35 1.093, H36 1.093
8 C -0.817 2.220 2.977  C7 1.531, C9 1.528, H37 1.093, H38 1.092
9 C 0.134 1.025 2.937  C8 1.528, C10 1.527, H39 1.093, H40 1.090
10 C -0.414 -0.161 3.728  C9 1.527, C11 1.531, H41 1.093, H42 1.092
11 C 0.577 -1.321 3.860  C10 1.531, C12 1.530, H43 1.093, H44 1.093
12 C 1.130 -1.844 2.533  C11 1.530, C13 1.527, H45 1.090, H46 1.093
13 C 0.054 -2.387 1.596  C12 1.527, C14 1.529, H47 1.091, H48 1.093
14 C 0.621 -2.872 0.262  C13 1.529, C15 1.529, H49 1.092, H50 1.093
15 C 1.201 -1.729 -0.571  C14 1.529, C16 1.530, H51 1.089, H52 1.092
16 C 1.442 -2.146 -2.024  C15 1.530, O17 1.407, C18 1.549, H53 1.098
17 O 0.246 -2.479 -2.687  C16 1.407, H54 0.966
18 C 2.232 -1.082 -2.827  C16 1.549, N19 1.459, C20 1.538, H55 1.105
19 N 3.503 -0.812 -2.164  C18 1.459, H56 1.015, H57 1.014
20 C 1.500 0.263 -2.966  C18 1.538, O21 1.402, H58 1.102, H59 1.093
21 O 1.418 0.965 -1.755  C20 1.402, H60 0.967
22 H -1.921 -1.546 -0.916  C1 1.087
23 H -3.631 -1.753 -0.557  C1 1.088
24 H -3.129 -1.274 -2.177  C1 1.089
25 H -4.039 0.657 -0.846  C2 1.093
26 H -2.772 0.397 0.353  C2 1.091
27 H -2.244 1.004 -2.587  C3 1.094
28 H -1.035 0.949 -1.307  C3 1.090
29 H -3.321 2.947 -1.560  C4 1.094
30 H -1.627 3.254 -1.949  C4 1.093
31 H -2.663 2.562 0.829  C5 1.090
32 H -2.385 4.195 0.247  C5 1.094
33 H -0.016 3.811 -0.012  C6 1.092
34 H -0.177 2.100 0.324  C6 1.089
35 H 0.682 3.565 2.243  C7 1.093
36 H -0.932 4.266 2.324  C7 1.093
37 H -0.875 2.592 4.004  C8 1.093
38 H -1.819 1.891 2.698  C8 1.092
39 H 1.102 1.321 3.348  C9 1.093
40 H 0.289 0.727 1.901  C9 1.090
41 H -0.679 0.175 4.735  C10 1.093
42 H -1.333 -0.514 3.257  C10 1.092
43 H 0.083 -2.140 4.389  C11 1.093
44 H 1.419 -0.992 4.474  C11 1.093
45 H 1.679 -1.042 2.038  C12 1.090
46 H 1.845 -2.643 2.748  C12 1.093
47 H -0.686 -1.610 1.398  C13 1.091
48 H -0.461 -3.216 2.089  C13 1.093
49 H 1.394 -3.623 0.441  C14 1.092
50 H -0.176 -3.352 -0.311  C14 1.093
51 H 2.150 -1.395 -0.153  C15 1.089
52 H 0.508 -0.886 -0.560  C15 1.092
53 H 2.032 -3.071 -2.038  C16 1.098
54 H -0.379 -1.754 -2.565  O17 0.966
55 H 2.352 -1.491 -3.847  C18 1.105
56 H 4.101 -0.260 -2.770  N19 1.015
57 H 3.988 -1.680 -1.962  N19 1.014
58 H 2.036 0.869 -3.714  C20 1.102
59 H 0.479 0.117 -3.326  C20 1.093
60 H 2.280 0.871 -1.326  O21 0.967

Mulliken population analysis, charges in e, atoms 1 to 4: atom 1 (C): -1.3082, atom 2 (C): -0.0557, atom 3 (C): 0.6788, atom 4 (C): -1.3578

***

Which one is most stable, and which one is least stable? <ii> is the most stable of them, while <i> is the least stable.

***

<i>
The following is a quantum chemistry calculation of a single C3H3ClS molecule, from the Open Molecules 2025 dataset.

For the highest occupied orbital energy, the calculation gives -0.311 hartree. For the orbital gap, the calculation gives 8.291 eV.

Bonds (Å) are listed after each position.
Element x y z (Å)
1 C 0.184 -1.336 -0.250  C2 1.279, Cl5 1.833, H6 1.084
2 C -0.635 -0.371 -0.070  C1 1.279, C3 1.329
3 C -1.116 0.840 0.190  C2 1.329, H7 1.040, H8 1.068
4 S 1.989 1.314 0.233  Cl5 2.073
5 Cl 1.907 -0.736 -0.069  C1 1.833, S4 2.073
6 H -0.091 -2.269 -0.729  C1 1.084
7 H -1.173 0.930 1.224  C3 1.040
8 H -1.065 1.628 -0.529  C3 1.068

Mulliken population analysis, charges in e, atoms 1 to 4: atom 1 (C): -0.2610, atom 2 (C): 0.1236, atom 3 (C): -0.5731, atom 4 (S): -0.3250

***

<ii>
The following is a quantum chemistry calculation of a single C3H3ClS molecule, from the Open Molecules 2025 dataset.

For the highest occupied orbital energy (spin up / spin down), the calculation gives -0.299 / -0.299 hartree. For the orbital gap (spin up / spin down), the calculation gives 6.366 / 6.368 eV.

Bonds (Å) are listed after each position.
Element x y z (Å)
1 C 1.847 -2.052 -1.099  S4 1.620
2 C 3.268 0.578 -0.315  S4 1.690, Cl5 1.669
3 C 1.333 0.387 0.899  S4 1.877, H6 1.038, H7 1.138, H8 1.098
4 S 2.309 -0.806 -0.173  C1 1.620, C2 1.690, C3 1.877
5 Cl 4.864 0.589 0.174  C2 1.669
6 H 0.520 0.642 0.307  C3 1.038
7 H 2.020 1.239 1.212  C3 1.138
8 H 0.810 -0.135 1.711  C3 1.098

Mulliken population analysis, charges in e, atoms 1 to 4: atom 1 (C): -0.3011, atom 2 (C): -0.0388, atom 3 (C): -0.8111, atom 4 (S): 0.2000

***

Which one is most stable, and which one is least stable? <i> is the most stable of them, while <ii> is the least stable.